[1]
Entry from OMol25: a cluster of 2 separate species, C14H16O in total in a non-equilibrium geometry (the ωB97M-V functional and the def2-TZVPD basis).

```
31
Properties=species:S:1:pos:R:3
C -0.175 2.518 -1.942
C 0.878 1.957 -1.005
C 2.231 1.577 -1.395
C 3.204 1.227 -0.452
C 2.815 1.162 0.945
O 3.678 0.606 1.738
C 1.509 1.603 1.371
C 0.623 2.034 0.350
H -1.200 2.426 -1.525
H -0.304 1.823 -2.816
H 0.109 3.641 -2.274
H 2.691 1.640 -2.414
H 4.222 0.864 -0.808
H 3.430 0.601 2.691
H 1.600 1.901 2.455
H -0.291 2.517 0.681
C -2.552 -0.019 -0.515
C -2.004 -1.385 -0.165
C -2.761 -2.171 0.776
C -2.141 -3.236 1.403
C -0.705 -3.423 1.119
C -0.054 -2.781 0.155
C -0.682 -1.756 -0.534
H -2.061 0.661 0.207
H -3.654 0.078 -0.079
H -2.446 0.253 -1.442
H -3.815 -2.138 1.110
H -2.579 -3.887 2.129
H -0.178 -4.124 1.806
H 0.890 -2.990 -0.319
H -0.278 -1.178 -1.252
```

The maximum force is 7.8 eV/A. The calculation puts the energy relative to the best compared isomer or geometry (same formula, charge and spin) at 2.903 eV. Its net charge is 0. The SMILES is Cc1ccc(O)cc1.Cc1ccccc1. The HOMO energy is -0.297 Eh.

***

[2]
Entry from OMol25: a cluster of 2 separate species, C14H16O in total in a non-equilibrium geometry (the ωB97M-V functional and the def2-TZVPD basis).

```
31
Properties=species:S:1:pos:R:3
C -0.619 -2.480 -2.881
C -0.035 -1.149 -2.529
C 1.333 -0.983 -2.353
C 1.842 0.281 -2.056
C 1.000 1.360 -1.878
O 1.473 2.638 -1.729
C -0.378 1.177 -1.949
C -0.868 -0.050 -2.334
H 0.060 -3.324 -2.751
H -0.964 -2.464 -3.921
H -1.508 -2.749 -2.306
H 1.936 -1.883 -2.306
H 2.927 0.363 -2.011
H 2.402 2.642 -2.002
H -1.090 1.976 -1.749
H -1.946 -0.189 -2.410
C -1.989 1.812 2.803
C -1.102 0.612 2.657
C -0.337 0.475 1.511
C 0.375 -0.701 1.331
C 0.511 -1.653 2.328
C -0.147 -1.431 3.516
C -0.953 -0.325 3.669
H -1.760 2.583 2.072
H -1.990 2.263 3.795
H -3.047 1.557 2.618
H -0.275 1.239 0.749
H 1.007 -0.803 0.450
H 1.018 -2.596 2.183
H 0.020 -2.097 4.360
H -1.566 -0.206 4.551
```

The maximum force is 1.5 eV/A. The calculation puts the energy relative to the best compared isomer or geometry (same formula, charge and spin) at 0.342 eV. Its net charge is 0. The SMILES is Cc1ccc(O)cc1.Cc1ccccc1. The HOMO energy is -0.311 Eh.

***

[3]
Entry from OMol25: a cluster of 2 separate species, C14H16O in total in a non-equilibrium geometry (the ωB97M-V functional and the def2-TZVPD basis).

```
31
Properties=species:S:1:pos:R:3
C -2.909 1.245 0.835
C -1.885 1.407 -0.204
C -2.341 1.025 -1.445
C -1.432 0.990 -2.544
C -0.270 1.710 -2.528
O 0.288 2.266 -3.671
C 0.294 2.171 -1.206
C -0.573 2.034 -0.101
H -2.696 0.590 1.745
H -3.784 0.601 0.532
H -3.490 2.142 1.186
H -3.331 0.593 -1.613
H -1.803 0.466 -3.284
H -0.038 1.791 -4.460
H 1.151 2.586 -1.003
H -0.387 2.130 1.014
C 0.355 -3.330 0.622
C 1.111 -2.142 0.900
C 2.430 -2.277 1.040
C 3.185 -1.216 1.616
C 2.747 0.045 1.592
C 1.322 0.296 1.389
C 0.569 -0.860 1.200
H 0.693 -4.263 1.194
H 0.346 -3.654 -0.513
H -0.642 -3.232 0.728
H 3.117 -3.280 0.858
H 4.246 -1.424 1.794
H 3.301 0.969 1.719
H 0.902 1.364 1.559
H -0.475 -0.743 1.048
```

The maximum force is 8.2 eV/A. The calculation puts the energy relative to the best compared isomer or geometry (same formula, charge and spin) at 4.166 eV. Its net charge is 0. The SMILES is Cc1ccc(O)cc1.Cc1ccccc1. The HOMO energy is -0.304 Eh.

***

[4]
Entry from OMol25: a cluster of 2 separate species, C14H16O in total in a non-equilibrium geometry (the ωB97M-V functional and the def2-TZVPD basis).

```
31
Properties=species:S:1:pos:R:3
C 3.111 2.232 0.892
C 2.503 0.865 0.817
C 1.471 0.435 0.002
C 1.052 -0.900 -0.011
C 1.678 -1.872 0.732
O 1.183 -3.143 0.862
C 2.766 -1.504 1.542
C 3.196 -0.189 1.457
H 2.433 2.931 0.416
H 4.011 2.245 0.250
H 3.474 2.344 1.911
H 1.070 1.133 -0.727
H 0.329 -1.044 -0.808
H 0.615 -3.327 0.116
H 3.336 -2.348 1.902
H 4.161 -0.058 1.953
C -3.056 -1.249 0.794
C -2.602 -0.336 -0.271
C -2.557 1.016 -0.007
C -2.298 2.012 -0.966
C -1.926 1.534 -2.230
C -1.792 0.153 -2.430
C -2.161 -0.795 -1.503
H -3.992 -1.783 0.527
H -3.357 -0.873 1.780
H -2.342 -2.012 1.116
H -2.967 1.389 0.931
H -2.292 3.083 -0.868
H -1.582 2.126 -3.073
H -1.383 -0.214 -3.360
H -2.083 -1.850 -1.746
```

The maximum force is 2.6 eV/A. The calculation puts the energy relative to the best compared isomer or geometry (same formula, charge and spin) at 1.140 eV. Its net charge is 0. The SMILES is Cc1ccc(O)cc1.Cc1ccccc1. The HOMO energy is -0.303 Eh.

***

[5]
Entry from OMol25: a cluster of 2 separate species, C14H16O in total in a non-equilibrium geometry (the ωB97M-V functional and the def2-TZVPD basis).

```
31
Properties=species:S:1:pos:R:3
C -2.424 -0.662 -2.265
C -2.374 -0.560 -0.794
C -1.302 -0.782 0.030
C -1.304 -0.684 1.406
C -2.391 -0.176 2.147
O -2.406 -0.084 3.515
C -3.485 0.058 1.298
C -3.470 -0.080 -0.116
H -1.603 0.005 -2.616
H -3.394 -0.327 -2.698
H -2.107 -1.669 -2.677
H -0.351 -1.180 -0.662
H -0.469 -1.027 2.096
H -1.514 0.045 3.914
H -4.352 0.437 1.804
H -4.356 0.233 -0.764
C 1.718 2.354 -0.990
C 2.273 1.053 -0.544
C 2.098 -0.147 -1.296
C 2.576 -1.331 -0.760
C 3.053 -1.399 0.542
C 3.386 -0.203 1.159
C 3.053 1.011 0.598
H 2.404 3.155 -0.953
H 0.847 2.595 -0.332
H 1.360 2.464 -2.094
H 1.869 -0.018 -2.360
H 2.604 -2.332 -1.240
H 3.190 -2.486 1.129
H 3.692 -0.179 2.224
H 3.177 1.915 1.297
```

The maximum force is 5.2 eV/A. The calculation puts the energy relative to the best compared isomer or geometry (same formula, charge and spin) at 2.359 eV. Its net charge is 0. The SMILES is Cc1ccc(O)cc1.Cc1ccccc1. The HOMO energy is -0.312 Eh.

***

[6]
Entry from OMol25: a cluster of 2 separate species, C14H16O in total in a non-equilibrium geometry (the ωB97M-V functional and the def2-TZVPD basis).

```
31
Properties=species:S:1:pos:R:3
C 1.941 1.623 -0.562
C 2.189 0.680 0.603
C 1.096 -0.078 1.060
C 1.162 -1.212 1.844
C 2.450 -1.624 2.209
O 2.687 -2.689 3.059
C 3.565 -0.925 1.815
C 3.440 0.208 1.000
H 1.100 1.361 -1.188
H 2.837 1.631 -1.190
H 1.909 2.635 -0.141
H 0.091 0.319 0.914
H 0.246 -1.667 2.191
H 1.871 -2.904 3.487
H 4.539 -1.314 2.069
H 4.323 0.766 0.712
C -2.802 -1.656 -0.036
C -2.511 -0.418 -0.831
C -2.078 0.756 -0.202
C -1.785 1.906 -0.897
C -1.857 1.943 -2.294
C -2.311 0.814 -2.949
C -2.651 -0.335 -2.197
H -1.954 -2.341 -0.112
H -3.668 -2.253 -0.327
H -2.984 -1.337 0.990
H -2.137 0.892 0.877
H -1.528 2.814 -0.378
H -1.649 2.895 -2.765
H -2.457 0.674 -4.007
H -3.074 -1.164 -2.755
```

The maximum force is 2.2 eV/A. The calculation puts the energy relative to the best compared isomer or geometry (same formula, charge and spin) at 0.710 eV. Its net charge is 0. The SMILES is Cc1ccc(O)cc1.Cc1ccccc1. The HOMO energy is -0.304 Eh.

***

[7]
Entry from OMol25: a cluster of 2 separate species, C14H16O in total in a non-equilibrium geometry (the ωB97M-V functional and the def2-TZVPD basis).

```
31
Properties=species:S:1:pos:R:3
C 0.927 4.639 1.256
C 0.465 3.121 1.227
C -0.045 2.356 0.191
C -0.372 1.047 0.115
C -0.148 0.375 1.344
O -0.629 -0.810 1.620
C 0.148 1.114 2.575
C 0.491 2.447 2.493
H 1.751 4.768 1.937
H 0.113 5.113 1.778
H 1.091 4.778 0.099
H -0.117 2.906 -0.727
H -0.396 0.388 -0.728
H -0.492 -1.479 0.981
H -0.453 0.659 3.443
H 0.810 2.977 3.418
C -2.362 -2.635 -1.094
C -0.902 -2.241 -1.354
C -0.516 -1.243 -2.183
C 0.902 -1.276 -2.432
C 1.805 -2.024 -1.721
C 1.357 -2.986 -0.697
C -0.029 -3.151 -0.603
H -2.637 -2.706 -0.074
H -2.416 -3.699 -1.428
H -3.080 -1.897 -1.490
H -1.105 -0.655 -2.745
H 1.259 -0.527 -3.136
H 2.845 -1.901 -1.868
H 2.058 -3.655 -0.280
H -0.319 -3.806 0.085
```

The maximum force is 6.6 eV/A. The calculation puts the energy relative to the best compared isomer or geometry (same formula, charge and spin) at 3.368 eV. Its net charge is 0. The SMILES is Cc1ccc(O)cc1.Cc1ccccc1. The HOMO energy is -0.286 Eh.

***

Number 7 is which compound? C14H16O